# 1
16
Properties=species:S:1:pos:R:3 method="wB97M-V/def2-TZVPD" max_force_ha_per_bohr=0.0075 homo_lumo_gap_ev=10.000 lumo_energy_ev=0.96 de_lowest_ev=0.966 smiles="C/C=C(/C)CO"
C 0.843 1.341 1.258
C 0.171 0.314 0.377
C -1.346 0.301 0.361
O -1.890 -1.006 0.401
C 0.879 -0.493 -0.418
C 0.345 -1.274 -1.589
H 1.876 1.065 1.490
H 0.304 1.521 2.191
H 0.877 2.292 0.711
H -1.345 -1.523 1.005
H -1.736 0.747 -0.561
H -1.730 0.905 1.198
H 1.957 -0.508 -0.290
H 0.299 -2.355 -1.428
H 1.017 -1.116 -2.441
H -0.655 -0.926 -1.855



# 2
11
Properties=species:S:1:pos:R:3 method="wB97M-V/def2-TZVPD" max_force_ha_per_bohr=0.1304 homo_lumo_gap_ev="5.909 / 5.514" lumo_energy_ev="4.26 / 1.87" de_lowest_ev=0.154 total_charge=-1 spin_multiplicity=3
C 2.022 -0.302 -0.172
N 3.092 0.002 -0.339
N -1.337 -0.891 -0.455
N 0.749 -0.864 0.143
N -0.125 -0.485 -0.701
N -0.454 1.520 0.034
O 0.500 -1.560 1.229
O -1.496 2.166 0.241
O 0.666 1.933 0.387
H -2.068 -0.345 -0.857
H -1.551 -1.174 0.491



# 3
70
Properties=species:S:1:pos:R:3 method="wB97M-V/def2-TZVPD" max_force_ha_per_bohr=0.0165 homo_lumo_gap_ev=4.964 lumo_energy_ev=-7.75 total_charge=+2
C 2.244 0.713 -2.628
C 3.214 1.353 -1.615
C 3.164 2.877 -1.579
C 1.808 3.440 -1.112
C 0.844 3.819 -2.236
C -0.517 4.279 -1.694
C -1.602 3.219 -1.912
C -2.893 3.457 -1.126
C -3.855 4.443 -1.806
Si -5.514 4.537 -0.944
O -5.667 3.124 -0.046
Si -7.085 2.322 0.156
C -7.511 1.389 -1.481
O -7.824 2.069 -2.438
N -7.384 -0.018 -1.671
C -6.771 -0.835 -0.731
O -5.776 -1.483 -0.876
F -7.485 -0.867 0.390
H 2.098 1.347 -3.500
H 1.272 0.526 -2.163
H 2.652 -0.234 -2.990
H 4.228 1.036 -1.866
H 2.990 0.965 -0.615
H 3.937 3.224 -0.892
H 3.415 3.265 -2.569
H 1.317 2.687 -0.483
H 1.984 4.315 -0.485
H 1.308 4.575 -2.871
H 0.672 2.935 -2.855
H -0.821 5.228 -2.141
H -0.453 4.452 -0.616
H -1.830 3.141 -2.978
H -1.175 2.260 -1.592
H -2.634 3.847 -0.136
H -3.393 2.504 -0.955
H -4.011 4.164 -2.851
H -3.400 5.437 -1.813
H -5.601 5.684 -0.016
H -6.624 4.638 -1.909
H -8.193 3.232 0.480
H -6.899 1.361 1.256
H -7.020 -0.239 -2.593
C 0.654 -3.125 -2.154
N 1.338 -3.340 -0.853
C 1.446 -4.588 -0.370
C 2.094 -4.830 0.818
C 2.651 -3.767 1.527
C 2.515 -2.484 1.010
C 1.849 -2.299 -0.182
C 3.381 -3.995 2.802
C 4.695 -3.563 2.953
C 5.346 -3.768 4.149
N 4.728 -4.376 5.173
C 3.463 -4.811 5.049
C 2.768 -4.638 3.876
C 5.427 -4.566 6.469
H -0.354 -3.525 -2.090
H 1.219 -3.635 -2.930
H 0.619 -2.061 -2.362
H 1.007 -5.378 -0.962
H 2.170 -5.848 1.173
H 2.910 -1.619 1.525
H 1.718 -1.320 -0.625
H 5.226 -3.077 2.147
H 6.366 -3.453 4.310
H 3.029 -5.294 5.913
H 1.749 -4.992 3.816
H 5.433 -5.625 6.711
H 4.900 -4.003 7.234
H 6.445 -4.203 6.378



# 4
43
Properties=species:S:1:pos:R:3 method="wB97M-V/def2-TZVPD" max_force_ha_per_bohr=0.2998 homo_lumo_gap_ev=7.108 lumo_energy_ev=-1.87 de_lowest_ev=17.663 smiles="CC(C)CCNC(=O)CN(C)S(=O)(=O)c1cccc2nsnc12"
C -1.976 -2.041 1.286
H -1.961 -1.021 1.536
H -0.918 -2.069 0.657
H -1.968 -2.715 2.054
C -3.173 -2.588 0.140
C -4.576 -2.121 1.009
H -4.730 -2.709 2.056
H -4.570 -0.951 1.065
H -5.415 -2.247 0.215
H -3.150 -3.545 0.146
C -3.133 -1.607 -1.096
C -3.162 -0.185 -1.300
N -1.779 0.088 -0.856
C -1.689 1.328 0.210
O -2.665 1.817 0.530
C -0.328 1.529 0.697
N 0.650 1.644 -0.500
S 1.485 0.493 -1.052
O 1.974 0.921 -2.559
O 0.840 -0.651 -0.703
C 2.967 0.638 -0.233
C 3.174 1.790 0.838
C 4.482 1.861 1.485
C 5.360 0.799 1.533
C 5.166 -0.172 0.272
N 6.020 -1.388 0.279
S 5.205 -2.547 -0.769
N 3.907 -1.332 -1.033
C 3.866 -0.434 -0.139
H 6.374 0.742 1.997
H 4.671 2.710 2.017
H 2.549 2.475 0.634
C 0.325 2.962 -1.390
H 0.903 2.715 -2.314
H -0.789 2.838 -1.711
H 0.539 4.065 -0.855
H 0.177 0.715 0.947
H -0.271 2.459 1.492
H -0.975 -0.187 -0.983
H -3.330 0.143 -2.147
H -3.767 0.091 -0.433
H -4.054 -2.091 -1.475
H -2.254 -2.223 -1.546



# 5
13
Properties=species:S:1:pos:R:3 method="wB97M-V/def2-TZVPD" max_force_ha_per_bohr=0.1371 homo_lumo_gap_ev=7.765 lumo_energy_ev=-0.51 de_lowest_ev=6.010
C -0.635 1.116 0.607
C -1.217 0.720 -0.762
C 0.433 -1.777 0.405
H -1.409 1.881 1.250
H -0.562 0.336 1.229
H 0.228 1.820 0.379
H -1.314 1.311 -1.612
H 0.486 -2.899 0.913
H 2.729 1.200 -0.304
N -1.617 -0.448 -1.117
N 1.199 -0.901 -0.294
S -1.297 -1.779 -0.224
S 2.976 -0.581 -0.471



# 6
111
Properties=species:S:1:pos:R:3 method="wB97M-V/def2-TZVPD" max_force_ha_per_bohr=0.1609 homo_lumo_gap_ev=6.853 lumo_energy_ev=-1.88 smiles="C[C@@H](Cl)CC1=CC(=O)C(N)=C(Cl)C1=O.NC(N)=O.NC(N)=O.NC(N)=O.NC(N)=O.NC(N)=O.NC(N)=O.NC(N)=O.NC(N)=O.NC(N)=O.NC(N)=O.NC(N)=O"
C 5.883 -2.315 2.286
C 5.721 -0.670 2.338
Cl 7.413 0.008 1.837
C 4.658 -0.070 1.243
C 3.084 -0.419 1.537
C 2.137 0.743 1.766
C 0.511 0.461 2.021
O -0.305 1.519 1.854
C -0.062 -1.033 2.403
N -1.480 -1.139 2.926
C 0.881 -2.183 2.200
Cl 0.310 -3.910 2.668
C 2.405 -1.917 1.567
O 2.992 -3.034 1.053
H 6.987 -2.682 2.462
H 5.580 -2.726 1.209
H 5.136 -2.785 3.070
H 5.560 -0.303 3.441
H 4.775 1.110 1.182
H 4.915 -0.544 0.178
H 2.477 1.863 1.777
H -1.863 -2.030 2.498
H -2.049 -0.382 2.449
C 8.820 -3.020 4.902
O 8.038 -2.879 3.974
N 9.714 -4.023 4.953
N 8.857 -2.184 5.955
H 10.366 -4.156 5.708
H 9.720 -4.675 4.179
H 8.200 -1.415 5.956
H 9.493 -2.284 6.728
C -4.144 1.856 1.838
O -4.367 0.918 2.587
N -2.925 2.412 1.713
N -5.095 2.416 1.070
H -2.722 3.185 1.101
H -2.180 2.020 2.274
H -6.027 2.027 1.134
H -4.930 3.189 0.447
C 4.416 -2.395 -2.928
O 3.338 -2.850 -3.277
N 5.353 -1.991 -3.806
N 4.765 -2.257 -1.636
H 6.246 -1.613 -3.538
H 5.130 -2.077 -4.789
H 4.088 -2.550 -0.943
H 5.648 -1.885 -1.330
C -0.860 -0.933 -2.963
O -1.644 -0.032 -3.214
N 0.291 -1.104 -3.639
N -1.075 -1.836 -1.989
H 0.950 -1.840 -3.448
H 0.491 -0.446 -4.381
H -1.929 -1.743 -1.456
H -0.440 -2.585 -1.768
C -3.161 -4.537 1.336
O -3.003 -3.363 1.628
N -2.306 -5.210 0.544
N -4.202 -5.264 1.778
H -2.418 -6.178 0.292
H -1.508 -4.700 0.190
H -4.870 -4.795 2.377
H -4.349 -6.233 1.548
C -7.817 5.431 2.537
O -8.738 6.228 2.450
N -7.739 4.324 1.777
N -6.798 5.589 3.400
H -6.989 3.656 1.833
H -8.487 4.167 1.114
H -6.818 6.410 3.991
H -6.030 4.944 3.486
C -9.965 6.412 -1.166
O -9.554 5.322 -0.801
N -10.369 6.652 -2.426
N -10.049 7.471 -0.341
H -10.710 7.542 -2.746
H -10.322 5.881 -3.080
H -9.754 7.334 0.617
H -10.384 8.377 -0.624
C 0.183 -5.879 -1.730
O -0.541 -6.031 -0.759
N -0.105 -6.392 -2.940
N 1.334 -5.184 -1.678
H 0.478 -6.278 -3.752
H -0.963 -6.922 -3.023
H 1.589 -4.781 -0.786
H 1.943 -5.048 -2.467
C 9.279 2.942 3.950
O 9.490 2.383 5.015
N 9.236 4.281 3.828
N 9.071 2.269 2.805
H 9.064 4.759 2.959
H 9.388 4.826 4.666
H 9.095 1.259 2.853
H 8.895 2.711 1.918
C -13.828 6.946 -3.678
O -12.925 7.766 -3.729
N -14.782 6.855 -4.622
N -13.949 6.060 -2.674
H -15.534 6.187 -4.597
H -14.728 7.505 -5.395
H -13.251 6.094 -1.942
H -14.685 5.377 -2.614
C 7.656 -3.458 -6.659
O 7.632 -2.776 -5.646
N 8.540 -4.456 -6.843
N 6.801 -3.273 -7.681
H 8.575 -5.028 -7.669
H 9.201 -4.628 -6.097
H 6.120 -2.532 -7.583
H 6.806 -3.825 -8.523



# 7
68
Properties=species:S:1:pos:R:3 method="wB97M-V/def2-TZVPD" max_force_ha_per_bohr=0.0327 homo_lumo_gap_ev=6.730 lumo_energy_ev=-1.22 de_lowest_ev=0.377
Ti 0.064 -0.044 0.052
Br 0.717 -5.750 4.408
C 0.629 -4.042 3.591
C 1.699 -3.159 3.728
C 1.642 -1.909 3.154
C 0.541 -1.516 2.379
O 0.492 -0.327 1.816
C -0.535 -2.431 2.248
C -1.720 -2.022 1.549
N -1.726 -1.037 0.724
C -2.926 -0.523 0.209
C -4.017 -1.246 -0.189
C -5.141 -0.583 -0.719
C -5.173 0.779 -0.815
C -4.074 1.553 -0.374
C -4.029 2.963 -0.392
C -2.933 3.602 0.114
C -1.850 2.844 0.593
N -1.823 1.530 0.573
C -2.935 0.890 0.124
C -0.487 -3.677 2.882
H 2.569 -3.461 4.295
H 2.463 -1.212 3.272
H -2.652 -2.535 1.789
H -4.001 -2.329 -0.144
H -5.982 -1.172 -1.063
H -6.040 1.282 -1.225
H -4.866 3.520 -0.795
H -2.870 4.680 0.138
H -0.974 3.336 0.997
H -1.324 -4.356 2.778
C 3.424 4.581 -1.469
Si 3.986 3.715 0.106
C 5.848 3.961 0.287
C 3.127 4.360 1.657
C 3.693 1.839 0.041
C 4.690 0.910 0.278
C 4.418 -0.459 0.293
C 3.129 -0.876 0.069
N 2.140 -0.007 -0.175
C 2.402 1.312 -0.181
S 0.972 2.237 -0.433
H 3.789 5.611 -1.486
H 2.339 4.604 -1.554
H 3.816 4.075 -2.354
H 6.082 5.028 0.284
H 6.399 3.501 -0.536
H 6.226 3.546 1.224
H 3.269 5.438 1.770
H 3.530 3.875 2.548
H 2.056 4.161 1.621
H 5.706 1.247 0.455
H 5.198 -1.183 0.477
H 2.867 -1.926 0.066
S -0.786 0.078 -2.200
C -1.419 -1.528 -2.452
C -2.472 -1.755 -3.332
C -3.033 -3.018 -3.468
C -4.158 -3.208 -4.327
N -5.076 -3.343 -5.007
C -2.515 -4.095 -2.726
C -1.427 -3.884 -1.886
C -0.874 -2.615 -1.740
S 0.510 -2.369 -0.716
C -3.113 -5.390 -2.795
N -3.594 -6.434 -2.809
H -2.881 -0.925 -3.893
H -1.002 -4.711 -1.332



# 8
15
Properties=species:S:1:pos:R:3 method="wB97M-V/def2-TZVPD" max_force_ha_per_bohr=0.1168 homo_lumo_gap_ev=8.752 lumo_energy_ev=0.51 de_lowest_ev=4.170
C -2.649 0.668 0.084
C 2.604 0.606 0.091
N -0.043 -1.718 0.508
O -1.278 0.840 0.142
O 1.272 0.861 0.112
Si 0.016 -0.145 -0.124
H -2.836 0.652 -1.085
H -3.034 1.524 0.448
H -3.095 -0.341 0.541
H 2.689 -0.186 -0.563
H 3.021 0.116 1.089
H 3.099 1.414 -0.336
H 0.757 -2.269 0.603
H -0.935 -2.065 0.898
H 0.412 0.044 -2.407



# 9
11
Properties=species:S:1:pos:R:3 method="wB97M-V/def2-TZVPD" max_force_ha_per_bohr=0.1063 homo_lumo_gap_ev=8.504 lumo_energy_ev=-0.44 de_lowest_ev=0.383 smiles="CN(I)C(N)=O"
C -0.826 -0.582 0.170
C 0.559 1.368 -0.867
N -0.592 -1.822 0.644
N 0.548 0.148 -0.079
O -1.811 -0.054 -0.218
I 1.371 0.427 1.866
H -0.076 1.354 -1.833
H 0.296 2.240 -0.392
H 1.670 1.503 -1.158
H 0.226 -2.203 0.859
H -1.366 -2.380 1.008



# 10
8
Properties=species:S:1:pos:R:3 method="wB97M-V/def2-TZVPD" max_force_ha_per_bohr=0.0577 homo_lumo_gap_ev=7.817 lumo_energy_ev=-1.23 de_lowest_ev=2.740
C 0.401 -0.677 -0.999
O -0.443 -0.346 3.241
O 0.463 1.630 2.261
S -0.347 -1.910 -1.863
S 0.609 0.831 -1.576
S -0.714 0.928 2.654
H -1.037 -1.782 -3.368
H 1.068 1.325 -0.351



# 11
12
Properties=species:S:1:pos:R:3 method="wB97M-V/def2-TZVPD" max_force_ha_per_bohr=0.0952 homo_lumo_gap_ev=7.259 lumo_energy_ev=-0.96 de_lowest_ev=1.192 smiles="OP1(=S)C=CC=C1"
C -1.378 -0.489 0.714
C -1.193 -0.654 -0.731
C -0.278 -0.025 1.322
C -0.032 -0.092 -1.222
O 1.409 1.706 0.197
P 1.012 0.184 0.164
S 2.797 -1.099 0.101
H -2.294 -0.686 1.152
H -2.058 -0.912 -1.253
H -0.385 0.023 2.332
H 0.495 -0.082 -2.168
H 1.905 2.127 -0.609



# 12
9
Properties=species:S:1:pos:R:3 method="wB97M-V/def2-TZVPD" max_force_ha_per_bohr=0.0187 homo_lumo_gap_ev="8.643 / 8.643" lumo_energy_ev="-0.25 / -0.25" de_lowest_ev=4.090 smiles="N=C=C(N)N=O"
N -1.689 -0.311 -0.012
C -0.293 -0.175 -0.012
N 0.523 -1.289 0.377
O 1.710 -1.102 0.537
N 1.517 1.450 -0.475
C 0.460 0.885 -0.270
H -1.951 -1.153 0.490
H -2.084 -0.337 -0.944
H 1.807 2.032 0.308



no.,energy (a.u.)
1,-271.71712
2,-538.53135
3,-1967.58114
4,-1786.00691
5,-1023.58208
6,-3951.99243
7,-6490.59891
8,-576.28570
9,-561.61582
10,-1384.21715
11,-970.15177
12,-317.38201